1 | Computed, not measured: 2 unconnected molecules or ions with the total composition C4H9N6, with ωB97M-V with the def2-TZVPD basis set.

ORCA input file:
```
! RIJCOSX wB97M-V def2-TZVPD def2/J DEFGRID3
* xyz 1 1
C -1.05 -0.60 -0.08
C -0.03 1.73 0.25
C 2.28 -2.01 -0.92
C -1.26 0.87 0.30
N 0.13 -1.03 0.49
N -0.20 2.82 -0.35
N 2.68 -1.21 -0.23
N 1.11 1.16 0.73
N -1.85 -1.23 -0.88
N 1.11 -0.18 1.15
H 1.65 -2.63 -1.65
H 0.12 -1.95 0.99
H -2.13 1.33 -0.28
H -1.57 0.80 1.26
H 0.68 3.38 -0.50
H 1.89 1.62 0.29
H -2.64 -0.70 -1.23
H -1.69 -2.04 -1.48
H 0.78 -0.12 2.15
*
```

Computed properties:
orbital gap: 9.177 eV

These are the Löwdin partial charges, in e, on atoms 1 to 5:
1 C -0.23
2 C -0.46
3 C -0.08
4 C -0.02
5 N 0.05

=====

2 | Computed, not measured: 2 unconnected molecules or ions with the total composition C4H9N6, with ωB97M-V with the def2-TZVPD basis set.

ORCA input file:
```
! RIJCOSX wB97M-V def2-TZVPD def2/J DEFGRID3
* xyz 1 1
C 2.37 0.67 2.84
C 2.30 1.40 1.77
C -1.38 -0.17 0.94
C -1.67 -1.06 -3.67
N 0.16 -1.11 -2.01
N 0.28 -0.82 -0.80
N -1.83 -0.42 -1.41
N -1.08 -0.93 -2.36
N -0.94 -0.30 -0.39
N -1.20 0.89 1.59
H 2.35 -0.36 2.77
H 2.43 1.06 3.90
H 2.43 0.91 0.81
H 2.19 2.45 1.66
H -1.44 -0.12 -4.31
H -1.31 -2.00 -4.20
H -2.72 -1.28 -3.67
H -0.94 1.88 1.34
H -1.43 0.78 2.55
*
```

Computed properties:
orbital gap: 8.245 eV

These are the Löwdin partial charges, in e, on atoms 1 to 5:
1 C -0.08
2 C -0.11
3 C -0.05
4 C 0.02
5 N 0.11

=====

Ranked by calculated energy, most stable first: 1, 2.

=====

1 | Computed, not measured: a molecular structure, C6H11NO3S, with ωB97M-V with the def2-TZVPD basis set.

ORCA input file:
```
! RIJCOSX wB97M-V def2-TZVPD def2/J DEFGRID3
* xyz 0 1
C 0.06 -0.04 -0.91
C -0.09 -1.06 1.35
C 0.36 -0.79 -2.23
C -1.00 -1.89 2.12
C -0.89 1.09 -1.03
C 0.89 -0.43 1.96
N 0.86 3.48 -0.99
O 1.31 0.68 -0.53
O -0.23 -1.09 -0.05
O 0.03 2.41 1.02
S 0.43 2.16 -0.33
H 0.50 -0.25 -3.09
H 1.26 -1.41 -2.02
H -0.58 -1.42 -2.30
H -0.29 -2.46 2.83
H -1.67 -1.43 2.76
H -1.50 -2.63 1.49
H -1.31 1.11 -2.20
H -1.86 0.99 -0.42
H 0.79 -0.41 3.04
H 1.73 0.00 1.46
H 1.21 3.41 -1.93
*
```

Computed properties:
orbital gap: 9.342 eV

These are the Löwdin partial charges, in e, on atoms 1 to 5:
1 C -0.63
2 C -0.38
3 C 0.01
4 C -0.03
5 C -0.11

=====

2 | Computed, not measured: a single C6H11NO3S molecule, with ωB97M-V with the def2-TZVPD basis set.

ORCA input file:
```
! RIJCOSX wB97M-V def2-TZVPD def2/J DEFGRID3
* xyz 0 1
C 0.22 -1.46 0.37
C -0.60 -0.16 0.74
C -0.43 1.02 -0.34
C 0.78 -3.72 0.71
C 1.33 1.89 0.99
C -1.81 2.28 -1.85
N 0.61 -1.49 -0.82
O 0.31 -2.42 1.19
O 0.40 2.05 -0.06
O -1.68 1.39 -0.82
S 0.53 -0.04 -1.65
H -0.25 0.19 1.67
H -1.61 -0.35 0.85
H 1.93 -3.76 0.56
H 0.31 -3.93 -0.24
H 0.57 -4.49 1.43
H 2.07 2.91 1.04
H 1.88 0.94 0.74
H 0.88 1.59 1.96
H -0.84 2.32 -2.40
H -1.99 3.25 -1.47
H -2.62 2.00 -2.60
*
```

Computed properties:
orbital gap: 8.623 eV

These are the Löwdin partial charges, in e, on atoms 1 to 5:
1 C -0.53
2 C 0.01
3 C -0.67
4 C -0.02
5 C -0.09

=====

3 | Computed, not measured: a single C6H11NO3S molecule, with ωB97M-V with the def2-TZVPD basis set.

ORCA input file:
```
! RIJCOSX wB97M-V def2-TZVPD def2/J DEFGRID3
* xyz 0 1
C -1.97 -1.20 -0.16
C 0.67 1.26 -1.15
C 1.69 0.79 -0.09
C 1.05 -1.86 0.65
C -1.10 -0.28 -0.83
C -1.12 1.76 0.56
N -0.58 0.95 -0.52
O -2.44 -0.76 1.05
O -2.18 -2.31 -0.65
O 3.50 -1.10 0.18
S 2.17 -0.99 -0.46
H 0.88 2.25 -1.28
H 0.90 0.76 -2.01
H 2.69 1.27 0.04
H 1.22 0.78 0.82
H 1.45 -1.93 1.58
H 0.77 -2.78 0.20
H -0.86 -0.83 -1.67
H -0.98 1.15 1.58
H -0.47 2.56 0.48
H -2.14 1.90 0.48
H -3.16 -1.38 1.19
*
```

Computed properties:
orbital gap (spin up / spin down): 8.467 / 6.356 eV

These are the Löwdin partial charges, in e, on atoms 1 to 5:
1 C -0.54
2 C -0.19
3 C -0.26
4 C -0.11
5 C -0.01

=====

Ranked by calculated energy, most stable first: 2, 1, 3.

=====

1 | Computed, not measured: a single H12N2Si4 molecule, with ωB97M-V with the def2-TZVPD basis set.

ORCA input file:
```
! RIJCOSX wB97M-V def2-TZVPD def2/J DEFGRID3
* xyz 0 1
N -1.47 1.80 0.96
N 1.25 1.57 -0.80
Si -2.84 -1.22 -0.50
Si 2.92 -1.03 0.45
Si -0.99 -0.05 0.63
Si 1.00 -0.13 -0.48
H -0.75 2.47 0.66
H -2.40 2.16 0.77
H 2.16 2.02 -0.75
H 0.90 1.96 -1.66
H -2.69 -2.72 -0.75
H -3.73 -1.14 0.64
H -3.63 -0.56 -1.69
H 3.73 0.01 0.72
H 2.65 -1.66 1.88
H 3.84 -1.93 -0.37
H -0.69 -0.52 1.90
H 0.75 -1.03 -1.62
*
```

Computed properties:
orbital gap: 9.279 eV

These are the Löwdin partial charges, in e, on atoms 1 to 5:
1 N -0.19
2 N -0.20
3 Si 0.44
4 Si 0.46
5 Si 0.32

=====

2 | Computed, not measured: 2 unconnected molecules or ions with the total composition H12N2Si4, with ωB97M-V with the def2-TZVPD basis set.

ORCA input file:
```
! RIJCOSX wB97M-V def2-TZVPD def2/J DEFGRID3
* xyz 0 1
N 2.53 -1.53 -0.41
N -2.15 -2.01 0.16
Si 2.51 1.79 0.02
Si -3.02 1.32 0.20
Si 1.58 -0.42 0.48
Si -1.62 -0.49 -0.35
H 2.61 -1.69 -1.46
H 2.74 -2.39 -0.06
H -2.00 -2.85 -0.40
H -1.88 -2.32 1.04
H 2.48 2.41 -1.29
H 2.17 2.73 1.07
H 3.85 1.42 0.16
H -2.52 2.37 1.27
H -3.12 2.13 -0.91
H -4.46 0.84 0.43
H 1.96 -0.68 1.82
H -1.66 -0.60 -1.76
*
```

Computed properties:
orbital gap: 6.945 eV

These are the Löwdin partial charges, in e, on atoms 1 to 5:
1 N -0.22
2 N -0.22
3 Si 0.44
4 Si 0.41
5 Si 0.34

=====

Ranked by calculated energy, most stable first: 1, 2.

=====

1 | Computed, not measured: 2 unconnected molecules or ions with the total composition C3H4INO, with ωB97M-V with the def2-TZVPD basis set.

ORCA input file:
```
! RIJCOSX wB97M-V def2-TZVPD def2/J DEFGRID3
* xyz 0 1
C 1.28 -0.19 -1.24
C 0.22 0.68 0.49
C -0.77 0.87 -0.50
N -0.55 0.45 -1.69
O 1.31 0.10 -0.02
I -1.24 -2.41 2.16
H 1.97 -0.76 -1.82
H 0.27 1.04 1.49
H -0.76 -1.11 1.39
H -1.71 1.34 -0.25
*
```

Computed properties:
orbital gap (spin up / spin down): 8.469 / 8.474 eV

These are the Löwdin partial charges, in e, on atoms 1 to 5:
1 C 0.08
2 C -0.21
3 C -0.31
4 N 0.14
5 O -0.03

=====

2 | Computed, not measured: a single C3H4INO molecule, with ωB97M-V with the def2-TZVPD basis set.

ORCA input file:
```
! RIJCOSX wB97M-V def2-TZVPD def2/J DEFGRID3
* xyz 0 1
C -0.56 -1.56 -0.08
C 0.07 0.91 -0.36
C 0.89 0.14 0.56
N 0.41 -1.24 0.71
O -1.18 -0.96 -1.00
I 3.05 -0.10 -0.09
H -0.93 -2.50 0.22
H -0.81 1.49 0.16
H 0.32 0.93 -1.47
H 1.20 0.44 1.60
*
```

Computed properties:
orbital gap (spin up / spin down): 7.021 / 7.022 eV

These are the Löwdin partial charges, in e, on atoms 1 to 5:
1 C -0.44
2 C 0.14
3 C -0.76
4 N -0.02
5 O 0.00

=====

Ranked by calculated energy, most stable first: 2, 1.

=====

1 | Computed, not measured: a molecular structure, C25H49Li3O13P, with ωB97M-V with the def2-TZVPD basis set.

ORCA input file:
```
! RIJCOSX wB97M-V def2-TZVPD def2/J DEFGRID3
* xyz -1 1
Li 0.86 3.79 1.12
Li -1.03 1.82 4.36
Li -3.22 4.12 1.94
P -0.57 4.98 3.79
O 0.50 3.88 3.73
O -0.86 5.33 2.32
O -0.07 5.99 4.82
O -1.82 4.31 4.33
O -2.20 0.13 -0.51
C -1.53 1.04 0.21
O -0.44 1.44 -0.21
O -1.98 1.49 1.28
H -1.52 0.04 -1.18
C 2.38 5.29 -2.12
C 2.26 6.47 -1.24
C 2.95 6.08 0.09
O 3.15 4.68 -0.04
C 3.46 4.39 -1.41
H 2.74 5.47 -3.13
H 1.50 4.66 -2.17
H 1.23 6.76 -1.06
H 2.75 7.39 -1.57
H 2.31 6.29 0.94
H 3.86 6.64 0.30
H 3.44 3.34 -1.67
H 4.47 4.62 -1.72
C 5.35 -1.02 -0.68
C 6.52 -0.38 -1.40
C 6.25 -0.61 -2.85
O 4.88 -0.48 -2.90
C 4.25 -1.01 -1.76
H 5.05 -0.45 0.20
H 5.58 -2.04 -0.37
H 7.52 -0.72 -1.11
H 6.53 0.71 -1.27
H 6.71 -1.54 -3.20
H 6.71 0.12 -3.52
H 3.85 -2.00 -1.96
H 3.41 -0.35 -1.54
C -7.25 -0.12 1.62
C -8.19 -0.78 2.61
C -8.90 -1.85 1.77
O -7.89 -2.20 0.77
C -6.75 -1.30 0.83
H -6.47 0.50 2.05
H -7.73 0.56 0.91
H -8.94 -0.12 3.05
H -7.55 -1.28 3.34
H -9.70 -1.32 1.25
H -9.17 -2.71 2.38
H -6.52 -1.01 -0.19
H -5.90 -1.76 1.33
C -0.94 0.77 -5.82
C -2.31 0.22 -5.73
C -2.04 -1.13 -5.04
O -0.94 -0.85 -4.14
C -0.06 0.04 -4.87
H -0.88 1.86 -5.75
H -0.59 0.64 -6.85
H -2.85 0.06 -6.66
H -2.92 0.83 -5.06
H -1.83 -2.01 -5.64
H -2.92 -1.47 -4.50
H 0.75 -0.51 -5.35
H 0.49 0.71 -4.22
C -1.31 -5.03 -0.36
C 0.03 -4.67 -0.85
C 0.98 -5.59 -0.06
O 0.30 -5.66 1.19
C -1.01 -5.18 1.13
H -1.72 -5.96 -0.75
H -2.10 -4.30 -0.53
H 0.25 -3.62 -0.62
H 0.09 -4.79 -1.93
H 1.98 -5.16 0.05
H 1.01 -6.61 -0.44
H -1.09 -4.21 1.61
H -1.81 -5.79 1.54
C 2.36 -2.17 5.41
C 2.75 -2.12 3.94
C 1.67 -1.21 3.30
O 0.94 -0.66 4.40
C 1.69 -0.82 5.58
H 3.25 -2.25 6.03
H 1.56 -2.89 5.57
H 2.60 -3.12 3.54
H 3.76 -1.73 3.91
H 1.00 -1.81 2.69
H 2.10 -0.44 2.67
H 1.09 -0.64 6.47
H 2.44 -0.03 5.58
*
```

Computed properties:
orbital gap: 3.917 eV

These are the Löwdin partial charges, in e, on atoms 1 to 5:
1 Li 0.72
2 Li 0.76
3 Li 0.79
4 P -0.30
5 O -0.57

=====

2 | Computed, not measured: a molecular structure, C25H49Li3O13P, with ωB97M-V with the def2-TZVPD basis set.

ORCA input file:
```
! RIJCOSX wB97M-V def2-TZVPD def2/J DEFGRID3
* xyz -1 1
Li -1.62 -1.54 2.15
Li -0.97 1.38 1.87
Li -2.79 -0.34 -0.37
P -3.29 0.24 1.94
O -4.57 0.47 2.68
O -2.72 1.26 0.94
O -3.49 -1.12 1.23
O -2.18 0.14 2.93
O 0.52 0.17 -1.32
C 0.22 -0.13 -0.07
O 0.67 0.62 0.77
O -0.78 -0.89 0.20
H 1.14 0.86 -1.07
C 2.33 -1.87 4.62
C 1.33 -2.63 5.42
C 0.05 -2.07 4.79
O 0.29 -2.13 3.38
C 1.77 -2.08 3.19
H 3.31 -2.31 4.82
H 2.37 -0.81 4.88
H 1.37 -2.55 6.51
H 1.47 -3.69 5.22
H -0.12 -1.11 5.28
H -0.89 -2.56 5.04
H 2.08 -1.29 2.52
H 2.08 -3.03 2.75
C -3.40 -3.61 -3.19
C -2.14 -3.17 -3.91
C -1.86 -1.85 -3.10
O -2.94 -1.48 -2.21
C -4.07 -2.31 -2.66
H -3.22 -4.23 -2.31
H -4.16 -4.12 -3.78
H -2.21 -3.06 -4.99
H -1.40 -3.95 -3.73
H -1.74 -0.99 -3.76
H -0.92 -2.10 -2.60
H -4.72 -1.75 -3.34
H -4.69 -2.59 -1.81
C 2.77 -2.07 -2.24
C 4.04 -2.90 -2.40
C 3.49 -4.31 -2.36
O 2.48 -4.23 -1.39
C 1.83 -2.95 -1.44
H 2.28 -1.77 -3.16
H 3.08 -1.20 -1.67
H 4.76 -2.66 -1.62
H 4.52 -2.68 -3.36
H 4.26 -5.04 -2.14
H 3.06 -4.69 -3.29
H 1.68 -2.51 -0.46
H 0.87 -3.08 -1.94
C 0.41 3.28 5.23
C 1.64 2.47 5.03
C 1.53 1.97 3.55
O 0.24 2.33 3.12
C -0.55 2.61 4.25
H 0.61 4.26 4.81
H 0.04 3.35 6.26
H 1.81 1.58 5.63
H 2.51 3.13 5.09
H 1.79 0.92 3.44
H 2.32 2.42 2.95
H -1.12 1.72 4.53
H -1.32 3.32 3.94
C 3.39 4.40 -2.07
C 4.25 3.20 -1.64
C 3.22 2.12 -1.26
O 1.90 2.75 -1.23
C 2.09 4.16 -1.35
H 3.14 4.22 -3.12
H 3.87 5.36 -1.87
H 4.82 3.45 -0.75
H 4.96 2.89 -2.41
H 3.51 1.63 -0.33
H 3.39 1.42 -2.09
H 2.17 4.70 -0.40
H 1.28 4.44 -2.02
C -3.19 2.32 -3.65
C -4.70 2.04 -3.77
C -5.07 1.41 -2.33
O -3.83 0.85 -1.89
C -2.76 1.70 -2.29
H -3.09 3.37 -3.90
H -2.75 1.80 -4.50
H -4.82 1.29 -4.55
H -5.17 3.00 -3.98
H -5.93 0.74 -2.34
H -5.39 2.20 -1.66
H -1.89 1.06 -2.35
H -2.49 2.44 -1.54
*
```

Computed properties:
orbital gap: 4.897 eV

These are the Löwdin partial charges, in e, on atoms 1 to 5:
1 Li 0.67
2 Li 0.63
3 Li 0.61
4 P -0.27
5 O -0.42

=====

Ranked by calculated energy, most stable first: 2, 1.

=====

1 | Computed, not measured: a single C3H5ClS2 molecule, with ωB97M-V with the def2-TZVPD basis set.

ORCA input file:
```
! RIJCOSX wB97M-V def2-TZVPD def2/J DEFGRID3
* xyz 0 1
C -1.12 -0.68 -0.82
C -0.38 -0.48 0.25
C 1.02 -0.24 0.03
S 1.93 0.30 1.55
S 1.11 1.49 -1.20
Cl 1.87 -1.55 -0.73
H -2.18 -0.99 -0.72
H -0.64 -0.68 -1.81
H -0.74 -0.22 1.38
H 3.09 0.03 0.96
H 2.29 1.96 -0.98
*
```

Computed properties:
orbital gap: 8.940 eV

These are the Löwdin partial charges, in e, on atoms 1 to 5:
1 C -0.03
2 C -0.38
3 C -1.37
4 S 0.66
5 S 0.58

=====

2 | Computed, not measured: 2 unconnected molecules or ions with the total composition C3H5ClS2, with ωB97M-V with the def2-TZVPD basis set.

ORCA input file:
```
! RIJCOSX wB97M-V def2-TZVPD def2/J DEFGRID3
* xyz 0 1
C -0.14 1.01 -0.51
C -0.89 -0.05 0.39
C 0.74 0.07 0.30
H 0.81 0.67 -2.99
H -0.40 2.09 -0.30
H -1.25 -0.98 -0.18
H -2.78 0.62 1.72
H 0.90 0.31 1.74
S -0.44 0.39 -2.29
S -1.43 0.28 2.09
Cl 2.02 -1.15 0.13
*
```

Computed properties:
orbital gap: 9.763 eV

These are the Löwdin partial charges, in e, on atoms 1 to 5:
1 C -0.59
2 C -0.72
3 C -0.77
4 H -0.08
5 H 0.11

=====

Ranked by calculated energy, most stable first: 1, 2.

=====

1 | Computed, not measured: a single C19H21N3O3S molecule, with ωB97M-V with the def2-TZVPD basis set.

ORCA input file:
```
! RIJCOSX wB97M-V def2-TZVPD def2/J DEFGRID3
* xyz 0 1
C -1.40 -4.20 1.31
H -2.44 -4.03 1.59
H -0.97 -4.96 1.96
H -1.36 -4.56 0.29
C -0.61 -2.89 1.44
C -1.21 -1.84 0.56
N -2.31 -1.23 0.97
C -2.81 -0.33 0.13
C -2.21 -0.03 -1.11
C -1.05 -0.72 -1.44
N -0.59 -1.62 -0.59
S -0.14 -0.46 -2.91
C 1.16 -1.71 -2.65
H 1.86 -1.58 -3.47
H 0.71 -2.70 -2.71
C 1.89 -1.59 -1.32
O 2.29 -2.58 -0.73
N 2.10 -0.33 -0.90
C 2.87 -0.02 0.27
H 2.25 0.55 0.98
C 4.10 0.82 -0.11
C 4.90 1.28 1.12
H 5.96 1.34 0.88
C 4.33 2.68 1.38
H 3.40 2.61 1.95
H 5.02 3.33 1.90
C 4.05 3.15 -0.04
H 4.95 3.59 -0.49
H 3.23 3.88 -0.11
O 3.67 2.00 -0.78
H 4.76 0.60 1.96
H 4.72 0.24 -0.80
H 3.17 -0.96 0.73
H 1.83 0.45 -1.48
O -2.89 0.93 -1.79
C -3.95 1.25 -1.00
C -4.93 2.19 -1.29
C -5.93 2.37 -0.34
C -5.95 1.65 0.85
C -4.97 0.72 1.14
C -3.96 0.52 0.20
H -4.97 0.15 2.06
H -6.74 1.82 1.56
H -6.71 3.09 -0.54
H -4.92 2.74 -2.21
H 0.42 -3.05 1.13
H -0.64 -2.55 2.48
*
```

Computed properties:
orbital gap: 8.677 eV

These are the Löwdin partial charges, in e, on atoms 1 to 5:
1 C -0.09
2 H 0.07
3 H 0.07
4 H 0.07
5 C -0.18

=====

2 | Computed, not measured: a molecular structure, C19H21N3O3S, with ωB97M-V with the def2-TZVPD basis set.

ORCA input file:
```
! RIJCOSX wB97M-V def2-TZVPD def2/J DEFGRID3
* xyz 0 1
C -5.06 -0.44 1.47
H -4.72 -0.64 2.43
O -4.32 -1.27 0.51
C -3.07 -1.41 0.46
C -2.26 -0.74 1.10
C -0.97 -0.72 1.13
C -0.43 -1.63 0.32
C -1.21 -2.32 -0.70
C -2.60 -2.25 -0.52
H -3.17 -2.94 -1.01
H -0.83 -2.83 -1.28
C 0.99 -1.42 -0.17
N 1.75 -0.59 -0.06
N 3.08 -0.24 -0.14
C 3.89 -1.43 -0.30
O 5.02 -1.34 -0.26
C 3.25 -2.89 0.21
C 1.78 -2.83 -0.37
H 1.38 -3.55 -0.18
H 1.86 -2.77 -1.43
H 3.79 -3.55 -0.27
H 3.02 -2.69 1.41
C 3.58 1.12 -0.38
H 3.02 1.46 -1.15
H 4.64 1.02 -0.90
C 3.51 1.99 0.74
C 2.25 2.73 0.61
O 2.39 4.28 0.57
N 0.98 2.24 0.63
C -0.16 2.93 0.40
C -1.08 2.33 -0.64
C -0.80 1.37 -1.75
C -1.86 0.86 -2.23
C -3.08 1.09 -1.72
S -2.84 2.24 -0.39
H -4.02 1.15 -1.94
H -1.80 0.14 -3.25
H 0.25 1.22 -1.65
H -0.72 3.16 1.31
H -0.07 4.10 0.03
H 1.14 1.18 0.60
H 3.19 1.48 1.91
H 4.22 2.55 0.85
H -0.33 -0.15 1.71
H -2.80 0.18 1.90
H -6.02 -0.65 1.22
H -4.76 0.48 1.17
*
```

Computed properties:
orbital gap: 8.616 eV

These are the Löwdin partial charges, in e, on atoms 1 to 5:
1 C 0.03
2 H 0.08
3 O -0.02
4 C -0.48
5 C -0.11

=====

Ranked by calculated energy, most stable first: 1, 2.